Entry 1:
Molecular formula: C4H10N3
Method: DFT, the ωB97M-V functional and the def2-TZVPD basis

Summary:
* charge: +1
* relative energy (zero: lowest compared OMol25 entry of this formula, charge and spin): 1.765 eV
* SMILES: C/N=C/[NH+]=C(/C)N
* E: -8772.8337 eV
* strongest force on any atom: 0.0703 hartree/bohr

```
17
Properties=species:S:1:pos:R:3:forces:R:3
C 0.128117 -1.749085 2.679682 1.366 -2.363 1.080
N 0.067454 -1.189671 1.399104 -0.687 2.474 -2.438
C 0.591914 -0.071863 1.141635 -1.106 -1.849 -0.252
N 0.375057 0.586397 -0.124333 0.480 -0.639 0.937
C -0.368930 0.445381 -1.232789 1.399 2.064 0.817
C -0.135042 1.720689 -1.997523 0.529 -2.444 -1.884
N -1.147607 -0.530513 -1.645979 1.976 2.322 1.941
H -0.841915 -1.630058 3.197240 0.718 0.144 -0.012
H 1.084121 -1.567259 3.286301 -1.526 0.461 -0.566
H 0.212065 -2.812567 2.401649 -0.225 -0.030 0.887
H 1.185542 0.409194 1.898520 0.444 0.976 -0.242
H 0.973459 1.381835 -0.289158 0.007 -0.081 0.881
H 0.791666 2.229996 -1.804633 0.080 0.227 0.318
H -0.964984 2.318968 -2.028841 -2.108 1.837 0.774
H -0.109486 1.442705 -3.024547 0.451 -0.264 -1.259
H -1.107793 -1.251435 -0.957559 -0.883 -1.705 -0.404
H -1.362266 -0.414690 -2.609820 -0.917 -1.130 -0.577
```
Positions in Å, forces in eV/Å.

Charges obtained by Mulliken population analysis, quoted in units of e: atom 1 (C): -0.735, atom 2 (N): -0.356, atom 3 (C): -0.098, atom 4 (N): -0.066, atom 5 (C): 0.856, atom 6 (C): -1.432, atom 7 (N): -0.305, atom 8 (H): 0.281, atom 9 (H): 0.341, atom 10 (H): 0.269, atom 11 (H): 0.357, atom 12 (H): 0.151, atom 13 (H): 0.362, atom 14 (H): 0.381, atom 15 (H): 0.440, atom 16 (H): 0.300, atom 17 (H): 0.255

Entry 2:
Molecular formula: C37H50BMoN7O2
Method: DFT, the ωB97M-V functional and the def2-TZVPD basis

Summary:
* charge: +2
* E: -56227.7867 eV
* strongest force on any atom: 0.0532 hartree/bohr

```
98
Properties=species:S:1:pos:R:3:forces:R:3
Mo -1.961891 -0.035303 -0.232778 -1.963 -0.993 -1.320
C 3.547009 -2.230903 4.920522 -0.082 0.144 -0.159
C 3.485809 -1.372503 3.655422 0.446 0.002 -0.026
C 3.968109 0.044797 4.001822 -0.105 -0.164 0.031
C 4.429509 -2.004303 2.615022 -0.162 0.057 0.200
C 2.095409 -1.289303 3.057222 0.036 0.410 -0.523
C 1.884009 -0.534603 1.914522 0.477 -0.085 0.435
C 0.610709 -0.452403 1.354022 -0.602 -0.418 0.044
N 0.183809 0.207197 0.252022 -0.520 -0.341 -0.607
C 0.881509 0.974597 -0.620678 -0.730 0.007 -0.223
C 2.258309 1.101897 -0.813578 0.695 0.390 -0.148
C 2.739109 2.035297 -1.713878 0.005 -0.621 0.620
C 1.813609 2.825697 -2.420178 -0.772 -0.196 0.172
C 0.433909 2.683297 -2.334678 -0.142 0.277 -0.164
C -0.040691 1.702897 -1.447978 1.343 -0.329 0.480
O -1.293891 1.311597 -1.257978 0.744 2.095 -1.596
C -0.510191 3.548197 -3.150578 -0.212 0.087 -0.134
C -1.349391 4.394097 -2.179478 0.101 -0.139 0.010
C 0.234209 4.504897 -4.084178 -0.086 -0.164 0.179
C -1.402391 2.643097 -4.013278 0.084 -0.060 0.156
C 4.216409 2.247397 -1.964278 0.323 0.042 -0.182
C 5.103509 1.311697 -1.140978 -0.221 0.130 -0.110
C 4.567109 3.701897 -1.608178 -0.108 -0.198 0.053
C 4.506909 1.994297 -3.454878 -0.060 -0.043 0.233
C -0.501091 -1.117403 1.977622 1.601 0.241 0.009
O -1.634591 -0.914003 1.318922 0.108 -1.444 2.206
C -0.298191 -1.892303 3.130222 -0.330 -0.062 0.184
C 1.000709 -1.953603 3.625822 -0.549 0.169 -0.350
C -1.444891 -2.593103 3.838422 -0.221 -0.089 0.019
C -2.180991 -3.513103 2.852622 0.101 0.153 -0.084
C -2.381491 -1.502703 4.383722 0.109 -0.057 -0.069
C -0.966691 -3.459903 5.006122 -0.047 0.177 -0.186
H 4.569209 -2.251203 5.289122 0.083 0.005 0.003
H 3.253709 -3.258503 4.717222 -0.063 -0.129 0.058
H 2.927709 -1.819203 5.713922 -0.113 -0.020 0.129
H 4.957309 -0.006303 4.445922 0.148 0.000 0.045
H 3.299309 0.508497 4.723322 -0.058 0.106 0.073
H 4.029709 0.684297 3.125322 0.006 0.094 -0.114
H 5.428209 -2.080803 3.035922 0.123 -0.010 0.011
H 4.491009 -1.409903 1.707522 0.017 0.070 -0.154
H 4.089309 -3.005603 2.359422 0.017 -0.106 -0.094
H 2.704609 0.008497 1.486422 0.102 0.043 -0.016
H 2.944509 0.458297 -0.295378 0.064 -0.009 0.023
H 2.202509 3.568397 -3.094078 0.007 0.081 -0.106
H -0.731291 5.165797 -1.726578 0.037 0.091 0.077
H -1.765791 3.791397 -1.373478 -0.100 0.025 -0.005
H -2.160591 4.879697 -2.716278 -0.097 0.058 -0.018
H 0.857009 5.200297 -3.527378 0.119 0.112 0.024
H -0.492991 5.092897 -4.635978 -0.085 0.059 -0.084
H 0.844709 3.965697 -4.804778 0.084 -0.015 -0.116
H -1.933491 1.905197 -3.414978 -0.052 0.035 -0.104
H -0.796791 2.116997 -4.747978 0.043 -0.072 -0.114
H -2.132591 3.248197 -4.544478 -0.085 0.039 -0.065
H 4.957709 1.458497 -0.073078 0.002 -0.008 0.180
H 6.146309 1.522597 -1.361078 0.081 0.018 -0.012
H 4.921109 0.269897 -1.394878 -0.011 -0.176 0.020
H 4.306009 3.911997 -0.573178 0.038 0.071 0.130
H 4.041609 4.411797 -2.239978 -0.026 0.127 -0.095
H 5.634809 3.859497 -1.735978 0.084 0.047 -0.027
H 4.238309 0.974897 -3.723178 0.001 -0.116 -0.089
H 5.568909 2.128797 -3.642178 0.087 0.038 -0.061
H 3.958609 2.674597 -4.099878 -0.033 0.099 -0.111
H 1.168909 -2.525503 4.518922 0.000 -0.136 0.086
H -2.531091 -2.977803 1.971222 -0.064 -0.089 0.043
H -3.037291 -3.963703 3.349122 -0.089 -0.034 0.003
H -1.521691 -4.314803 2.526722 0.062 -0.108 -0.053
H -2.551091 -0.720203 3.645122 -0.104 0.016 0.061
H -1.944991 -1.041003 5.265422 0.042 0.118 0.083
H -3.335291 -1.936503 4.668622 -0.158 -0.032 0.052
H -0.270691 -4.224403 4.668522 0.078 -0.124 0.019
H -1.820791 -3.961303 5.452022 -0.107 -0.046 0.036
H -0.497891 -2.863203 5.783922 0.082 0.034 0.136
C -4.917291 1.784997 -2.944678 0.007 -0.108 0.128
C -4.022691 1.852097 -1.885178 -0.120 0.041 -0.068
N -3.613291 0.623897 -1.553878 0.067 0.215 -0.083
N -4.250491 -0.238003 -2.371378 -0.247 -0.030 -0.291
C -5.037591 0.434997 -3.216478 0.137 0.336 0.107
B -4.169091 -1.746803 -2.129578 0.373 0.285 0.245
N -2.705891 -2.169403 -2.353478 -0.483 -0.105 -0.168
C -2.185191 -3.101603 -3.142278 0.393 0.101 0.125
C -0.815591 -3.157703 -2.910578 0.072 0.125 0.195
C -0.579991 -2.205203 -1.935878 0.196 -0.401 -0.408
N -1.742191 -1.613403 -1.608978 1.139 1.016 1.050
N -4.440091 -1.913403 -0.635778 -0.267 -0.331 -0.108
C -5.400191 -2.615503 -0.024778 0.083 0.216 0.309
C -5.440691 -2.233603 1.303822 0.071 0.067 -0.156
C -4.446291 -1.271903 1.418422 -0.149 -0.053 0.077
N -3.831791 -1.099003 0.246922 -0.102 -0.059 0.377
H -5.407191 2.593197 -3.445278 -0.136 0.184 -0.043
H -3.683191 2.722197 -1.349778 0.129 -0.014 -0.035
H -5.625591 -0.068703 -3.957578 -0.107 -0.187 -0.079
H -4.902291 -2.358803 -2.812178 -0.233 -0.206 -0.208
H -2.789891 -3.671203 -3.822478 -0.191 -0.017 -0.027
H -0.106091 -3.807003 -3.377078 0.171 -0.135 -0.114
H 0.351909 -1.928003 -1.469478 -0.073 0.055 0.036
H -5.987091 -3.334003 -0.560978 -0.131 -0.081 -0.169
H -6.093791 -2.601403 2.067022 -0.146 -0.023 0.157
H -4.168491 -0.690903 2.276022 0.124 -0.021 0.150
```
Positions in Å, forces in eV/Å.

Charges obtained by Mulliken population analysis, quoted in units of e: atom 1 (Mo): 0.048, atom 2 (C): -2.307, atom 3 (C): 2.035, atom 4 (C): -1.503, atom 5 (C): -1.442, atom 6 (C): -0.223, atom 7 (C): -0.767, atom 8 (C): 0.547, atom 9 (N): 0.183, atom 10 (C): 0.169, atom 11 (C): -0.621, atom 12 (C): -0.924, atom 13 (C): -0.135, atom 14 (C): -1.001, atom 15 (C): 0.708, atom 16 (O): -0.805, atom 17 (C): 2.497, atom 18 (C): -1.439, atom 19 (C): -2.310, atom 20 (C): -1.395, atom 21 (C): 1.847, atom 22 (C): -1.992, atom 23 (C): -1.643, atom 24 (C): -1.626, atom 25 (C): 0.007, atom 26 (O): -0.441, atom 27 (C): -0.897, atom 28 (C): -0.368, atom 29 (C): 2.646, atom 30 (C): -1.401, atom 31 (C): -1.468, atom 32 (C): -2.350, atom 33 (H): 0.450, atom 34 (H): 0.447, atom 35 (H): 0.463, atom 36 (H): 0.466, atom 37 (H): 0.382, atom 38 (H): 0.245, atom 39 (H): 0.472, atom 40 (H): 0.220, atom 41 (H): 0.383, atom 42 (H): 0.612, atom 43 (H): 0.930, atom 44 (H): 0.633, atom 45 (H): 0.403, atom 46 (H): 0.142, atom 47 (H): 0.430, atom 48 (H): 0.456, atom 49 (H): 0.439, atom 50 (H): 0.439, atom 51 (H): 0.056, atom 52 (H): 0.342, atom 53 (H): 0.508, atom 54 (H): 0.387, atom 55 (H): 0.511, atom 56 (H): 0.400, atom 57 (H): 0.382, atom 58 (H): 0.360, atom 59 (H): 0.466, atom 60 (H): 0.389, atom 61 (H): 0.455, atom 62 (H): 0.368, atom 63 (H): 0.736, atom 64 (H): 0.067, atom 65 (H): 0.511, atom 66 (H): 0.348, atom 67 (H): 0.152, atom 68 (H): 0.421, atom 69 (H): 0.434, atom 70 (H): 0.472, atom 71 (H): 0.435, atom 72 (H): 0.481, atom 73 (C): -1.122, atom 74 (C): -0.461, atom 75 (N): 0.803, atom 76 (N): -0.351, atom 77 (C): -0.154, atom 78 (B): 0.506, atom 79 (N): -0.853, atom 80 (C): -0.126, atom 81 (C): -1.265, atom 82 (C): -0.714, atom 83 (N): 2.134, atom 84 (N): -0.311, atom 85 (C): -0.192, atom 86 (C): -1.143, atom 87 (C): -0.495, atom 88 (N): 0.814, atom 89 (H): 0.491, atom 90 (H): 0.522, atom 91 (H): 0.525, atom 92 (H): -0.058, atom 93 (H): 0.499, atom 94 (H): 0.463, atom 95 (H): 0.582, atom 96 (H): 0.534, atom 97 (H): 0.491, atom 98 (H): 0.562

Entry 3:
Molecular formula: C5H7N
Method: DFT, the ωB97M-V functional and the def2-TZVPD basis

Summary:
* relative energy (zero: lowest compared OMol25 entry of this formula, charge and spin): 1.025 eV
* SMILES: Cn1cccc1
* E: -6787.4874 eV
* strongest force on any atom: 0.0391 hartree/bohr

```
13
Properties=species:S:1:pos:R:3:forces:R:3
C 0.178108 1.509590 -1.041543 -0.250 0.427 -0.089
N 0.084439 0.265374 -0.331528 -0.257 -0.042 0.131
C -0.507552 0.380020 0.882031 -0.135 -0.201 -0.117
C -0.439687 -0.853634 1.498409 -0.295 -0.192 -0.029
C 0.157818 -1.751478 0.558213 -0.036 0.076 -0.031
C 0.459944 -1.028643 -0.575369 0.170 0.285 0.083
H 0.935314 2.168131 -0.607442 0.363 -0.297 -0.110
H -0.782031 2.057882 -0.760169 1.019 -0.574 -1.633
H 0.455956 1.280966 -2.078939 -0.711 0.659 0.075
H -1.003257 1.364585 0.911751 0.175 -0.929 1.496
H -0.813826 -1.147714 2.469084 -0.051 0.199 -0.123
H 0.299210 -2.826042 0.661107 -0.009 0.425 0.106
H 0.884283 -1.341763 -1.522245 0.017 0.163 0.240
```
Positions in Å, forces in eV/Å.

Charges obtained by Mulliken population analysis, quoted in units of e: atom 1 (C): -0.716, atom 2 (N): 0.138, atom 3 (C): -0.148, atom 4 (C): -0.638, atom 5 (C): -0.459, atom 6 (C): -0.286, atom 7 (H): 0.306, atom 8 (H): 0.210, atom 9 (H): 0.303, atom 10 (H): 0.199, atom 11 (H): 0.373, atom 12 (H): 0.367, atom 13 (H): 0.350